Formula: C3H5ClO
Source: the Open Molecules 2025 dataset
Level of theory: wB97M-V/def2-TZVPD

Summary:
SMILES ... O[C@@H]1C[C@H]1Cl
Gap between HOMO and LUMO ... 10.620 eV
LUMO ... 0.9 eV

```
10
Properties=species:S:1:pos:R:3:mulliken_charge:R:1
O -1.4067 -1.0284 -0.2008 -0.5168
C -0.3115 -0.3832 0.3927 0.0508
C 0.0777 0.9355 -0.0005 -0.5626
C 1.0379 -0.1469 -0.4079 -0.3028
Cl 2.6263 -0.5239 0.0349 -0.1768
H -2.2063 -0.7436 0.1974 0.3073
H -0.2445 -0.8039 1.4335 0.3354
H 0.2156 1.7329 0.7846 0.2650
H -0.5147 1.2483 -0.8039 0.2633
H 0.7264 -0.2868 -1.4301 0.3372
```

Formula: C43H49AsF5NO6P2TeTi
Source: the Open Molecules 2025 dataset
Level of theory: wB97M-V/def2-TZVPD

Summary:
Multiplicity ... 3
⟨S²⟩ ... 2.0125
Gap between HOMO and LUMO (alpha / beta) ... 6.123 / 4.920 eV
LUMO (alpha / beta) ... 3.9 / 2.6 eV
Total charge ... -2

```
109
Properties=species:S:1:pos:R:3:mulliken_charge:R:1
Ti 0.5713 0.8084 0.5409 -0.8073
O -0.4302 -0.5965 -3.2810 -0.8536
C 0.1546 -0.5588 -2.2038 -0.0206
O -0.0532 0.2653 -1.2634 0.6783
C 1.2622 -1.6016 -1.9379 -0.3553
C 2.5951 -0.9042 -1.5883 -0.2797
C 3.7343 -1.9171 -1.8074 -1.0415
C 3.4708 -2.8830 -0.6353 -1.1541
C 2.3128 -2.1685 0.1006 -0.3141
O 2.5571 -0.8022 -0.1753 -0.1908
C 0.9938 -2.4089 -0.6457 0.6003
C -0.2087 -1.8157 0.1449 -1.6742
O -1.3371 -2.2241 -0.1022 -0.6764
O 0.0754 -0.9886 1.0662 -0.0893
H 1.3509 -2.2457 -2.8175 0.4091
H 2.7430 0.0843 -2.0281 0.5857
H 4.6970 -1.4154 -1.7091 0.3463
H 3.6863 -2.3943 -2.7850 0.3908
H 4.3393 -2.9632 0.0179 0.4330
H 3.1818 -3.8793 -0.9679 0.3960
H 2.2692 -2.3368 1.1811 0.5998
H 0.7827 -3.4611 -0.8586 0.8429
C -3.3319 0.8205 -0.9598 -1.5365
C -2.5619 1.4521 -2.1112 -1.8031
P -1.4246 2.7590 -1.4284 1.3439
C -2.6173 4.1784 -1.3483 0.0605
C -2.1271 5.3527 -0.7763 -0.5705
C -2.9556 6.4274 -0.5220 -0.7090
C -4.3034 6.3665 -0.8411 -0.6231
C -4.7983 5.2232 -1.4418 -0.7218
C -3.9686 4.1438 -1.6845 -0.0206
C -0.5912 3.2001 -3.0043 0.6319
C 0.7476 2.8628 -3.1523 0.8496
C 1.4284 3.1858 -4.3106 -1.1440
C 0.7695 3.8270 -5.3441 -0.6627
C -0.5721 4.1472 -5.2142 -0.7553
C -1.2483 3.8469 -4.0457 -0.5453
P -2.3023 0.6875 0.5988 1.4497
C -2.5766 2.3708 1.3129 0.5370
C -3.8162 2.9687 1.5022 -0.2513
C -3.9019 4.1977 2.1329 -0.9433
C -2.7584 4.8396 2.5811 -0.7827
C -1.5133 4.2679 2.3698 -0.8033
C -1.4373 3.0350 1.7524 -0.1550
C -3.5625 -0.1855 1.5963 1.1092
C -4.1120 -1.3901 1.1300 -0.8369
C -5.0120 -2.1058 1.8853 -0.7857
C -5.3738 -1.6704 3.1600 -0.5593
C -4.7861 -0.5150 3.6628 -0.8100
C -3.8905 0.2074 2.9061 -0.6152
H -3.6593 -0.1889 -1.2207 0.8621
H -4.2192 1.4123 -0.7089 0.4967
H -3.2306 1.8518 -2.8805 1.1164
H -1.9249 0.7133 -2.5977 0.4698
H -1.0828 5.4067 -0.5234 0.4683
H -2.5492 7.3145 -0.0567 0.4742
H -4.9657 7.1974 -0.6311 0.3389
H -5.8446 5.1706 -1.7202 0.4015
H -4.4039 3.2764 -2.1571 0.1012
H 1.2597 2.3729 -2.3373 -0.8414
H 2.4792 2.9533 -4.3913 0.5027
H 1.3012 4.0895 -6.2489 0.3463
H -1.0977 4.6391 -6.0245 0.3871
H -2.2889 4.1284 -3.9371 0.3085
H -4.7205 2.4763 1.1680 0.3597
H -4.8701 4.6663 2.2642 0.3791
H -2.8390 5.7898 3.0913 0.3264
H -0.6016 4.7699 2.6559 0.5202
H -0.4682 2.5628 1.5462 0.1280
H -3.7907 -1.7799 0.1760 0.2512
H -5.4417 -3.0191 1.4902 0.3859
H -6.0906 -2.2255 3.7537 0.3669
H -5.0403 -0.1716 4.6603 0.3990
H -3.4459 1.0987 3.3251 0.3233
C 3.8575 1.1703 1.6829 -1.2942
C 2.8358 0.7349 2.6410 0.7664
C 3.0626 0.4167 3.9879 -1.3002
C 1.8165 0.2133 4.5578 -1.0321
C 0.8785 0.4304 3.5393 -0.1174
C -0.5979 0.4347 3.7154 -0.0728
N 1.4993 0.7258 2.3737 2.0963
H 4.8599 0.9846 2.0694 0.5058
H 3.7330 2.2644 1.5094 -0.1150
H 3.7349 0.7173 0.7009 0.1794
H 4.0197 0.3463 4.4728 0.5502
H 1.5889 -0.0434 5.5779 0.5935
H -0.8583 -0.0285 4.6675 0.6189
H -1.0768 -0.1139 2.9017 -0.6560
H -0.9714 1.4632 3.7222 0.0588
C 0.5944 -4.0397 4.8298 -1.3451
As 0.2861 -3.0279 3.1189 1.3416
C 0.2527 -4.6415 1.9608 -1.2398
C -1.6642 -2.9488 3.3421 -0.8995
H -0.0930 -4.8741 4.9609 0.3671
H 0.4658 -3.3529 5.6656 0.3350
H 1.6163 -4.4191 4.8716 0.3859
H -0.2403 -5.4749 2.4569 0.4792
H 1.2539 -4.9543 1.6639 0.3190
H -0.3141 -4.3923 1.0696 0.2855
H -2.0826 -3.9453 3.4929 0.6570
H -2.1041 -2.5218 2.4453 -0.0381
H -1.9341 -2.3208 4.1905 0.3002
F 3.7918 2.2719 -1.0304 -0.7453
Te 2.4225 3.4823 0.2631 0.4881
F 2.5803 4.5071 -1.4907 -0.5581
F 1.5417 3.2893 2.1936 -0.6424
F 2.7626 5.4933 1.1482 -0.7116
F 0.7248 4.4961 0.0858 -0.5544
O 1.3372 2.1041 -0.2264 1.9494
```

Formula: C6H9FO
Source: the Open Molecules 2025 dataset
Level of theory: wB97M-V/def2-TZVPD

Summary:
Gap between HOMO and LUMO ... 9.453 eV
LUMO ... -0.1 eV

```
17
Properties=species:S:1:pos:R:3:mulliken_charge:R:1
C -2.3557 -0.6871 0.9681 -1.0908
C -1.4650 -0.0746 -0.2659 0.1109
C -0.2854 0.7492 0.1847 -0.2425
C 1.0574 0.4012 0.1136 0.7083
C 2.1970 1.4072 0.2760 -1.0427
C 1.3523 -1.0525 -0.1571 -0.1403
H -2.4778 0.0430 1.6608 0.3929
H -1.7748 -1.5924 1.3889 0.2492
H -3.2095 -1.0718 0.5430 0.3817
H -1.0416 -0.7541 -0.9360 0.3329
H -0.3224 1.8640 0.6965 0.0657
H 2.2678 2.0710 -0.9986 0.2311
H 1.7703 2.2610 0.9553 0.3154
H 3.5928 0.9498 0.6683 0.2657
H 0.5737 -1.8957 -0.2262 0.2590
O 2.5069 -1.3701 -0.2912 -0.4641
F -2.4930 0.5140 -0.9044 -0.3323
```

Formula: C5H7NS
Source: the Open Molecules 2025 dataset
Level of theory: wB97M-V/def2-TZVPD

Summary:
SMILES ... C1[C@@H]2S[C@@H]2[C@H]2CN12
Gap between HOMO and LUMO ... 9.809 eV
LUMO ... 1.0 eV

```
14
Properties=species:S:1:pos:R:3:mulliken_charge:R:1
C -0.4853 1.3894 -0.1149 -0.5978
C 0.5933 0.6715 0.6842 -0.2617
S 1.8636 -0.1808 -0.2894 -0.1622
C 0.3767 -0.7903 0.5555 -0.3183
C -0.8442 -0.9587 -0.2992 -0.1313
C -2.0951 -0.4254 0.2914 -0.4598
N -1.3485 0.3651 -0.7057 -0.3737
H -1.0903 2.0428 0.5557 0.3165
H -0.0734 1.9921 -0.9254 0.2839
H 0.9214 1.1016 1.6152 0.4420
H 0.5657 -1.4342 1.3957 0.4446
H -0.8869 -1.7675 -1.0628 0.3067
H -2.0378 -0.1160 1.3288 0.2444
H -3.0494 -0.8005 -0.0383 0.2667
```